No. 1
Molecular formula: C13H18ClIIrN2O2P
Method: DFT, ωB97M-V/def2-TZVPD

Structure (XYZ):
```
39
Properties=species:S:1:pos:R:3:forces:R:3:mulliken_spin:R:1
C -0.675493 -2.628852 -0.908337 -0.487 -0.801 0.006 0.003
C 0.495013 -1.696293 -0.822798 1.802 -1.166 -0.229 0.001
H -0.290441 -3.651640 -1.010939 -0.153 0.180 -0.324 0.001
H -1.320563 -2.347694 -1.760107 0.338 -0.294 0.393 0.000
H -1.309895 -2.600748 -0.007959 0.091 0.187 -0.501 -0.004
O 1.622965 -1.948377 -1.225814 -2.952 0.964 0.919 0.000
I 1.845853 3.169682 -0.008430 0.030 0.754 0.427 0.927
Ir -0.246397 -0.043017 0.159291 2.256 0.574 -1.347 0.015
P -0.061439 0.749140 -2.002771 -0.965 0.287 -2.456 0.008
C 1.624934 1.128504 -2.632499 -0.079 0.364 0.735 0.049
C -0.602194 -0.439269 -3.334810 0.183 -0.144 0.593 -0.003
H -2.167534 1.891343 -1.989736 0.366 0.258 -0.123 0.000
H -1.283456 2.159879 -3.531594 0.127 0.095 0.432 0.000
H -0.773105 3.061512 -2.044578 -0.399 -0.159 -0.116 -0.002
C -1.188082 2.121908 -2.434720 0.392 0.051 0.199 0.004
H -1.659041 -0.699775 -3.182859 0.294 0.022 -0.085 0.000
H -0.496374 0.039281 -4.320913 0.022 -0.006 0.469 0.001
H 1.589984 1.410727 -3.695050 -0.096 -0.178 0.355 0.004
H 2.286391 0.264711 -2.470525 -0.190 0.250 -0.136 0.000
H 0.032841 -1.336034 -3.316533 -0.303 0.209 -0.155 0.000
H 2.029999 1.999739 -2.068125 -0.002 -0.551 -0.591 0.005
C 1.640519 0.105637 0.377197 3.710 -1.474 0.729 0.006
O 2.778779 -0.100429 0.538933 -4.086 1.270 -0.440 0.003
Cl -2.528987 0.506714 0.276413 0.660 -0.505 0.101 0.006
N -0.298782 -2.411578 3.664731 -0.151 1.360 1.555 0.060
C -0.256175 -2.221195 2.325555 0.048 -0.396 -0.031 0.321
N -0.250050 -0.909674 2.069953 -0.477 1.915 1.394 0.067
C -0.258156 -0.208159 3.272292 -0.231 -3.299 -2.655 0.306
C -0.006850 1.128364 3.575063 -0.078 1.553 -2.761 0.490
C 0.126720 1.478514 4.918752 0.099 -0.237 3.050 0.411
C 0.042287 0.503716 5.937211 0.334 2.382 0.013 0.374
C -0.163330 -0.855451 5.626825 -0.369 -1.962 1.778 0.573
C -0.315707 -1.167087 4.289652 0.412 -2.848 -1.564 0.245
H -0.280809 -3.317439 4.130467 -0.037 0.251 -0.050 -0.006
H -0.186895 -3.041792 1.598947 -0.120 0.623 0.505 0.030
H 0.105420 1.836916 2.764970 0.005 0.132 0.144 0.062
H 0.303551 2.508825 5.202979 -0.031 -0.031 -0.041 0.015
H 0.145486 0.809111 6.975401 0.009 -0.023 -0.201 0.015
H -0.212088 -1.645819 6.372763 0.027 0.390 0.010 0.013
```
Forces are in eV/Å.

2S+1: 5
LUMO (alpha / beta): -6.75 / -11.41 eV
Gap between HOMO and LUMO (alpha / beta): 0.2373 / 0.1441 hartree
HOMO energy (alpha / beta): -13.205 / -15.327 eV
ΔE to the lowest compared entry with this formula, charge and spin: 4.35 kcal per mole
Charge: +2


No. 2
Molecular formula: C40H55N3P2PtSTe
Method: DFT, ωB97M-V/def2-TZVPD

Structure (XYZ):
```
103
Properties=species:S:1:pos:R:3:forces:R:3:mulliken_charge:R:1
Pt 0.917066 -0.850924 0.106982 0.864 -0.646 0.076 2.189
C 0.023053 -0.220821 5.064234 -0.121 0.022 0.007 -1.760
C 0.221112 0.337054 3.650716 0.065 -0.025 -0.047 0.676
C 1.507726 1.159803 3.622831 0.045 -0.030 -0.099 -1.057
P 0.134314 -0.898905 2.262383 -0.351 0.135 0.404 0.463
C 0.696031 -2.560589 2.891135 0.049 0.098 -0.077 0.945
C 2.122851 -2.491419 3.440050 0.039 0.112 0.105 -1.283
C -0.232775 -3.309048 3.843858 -0.027 -0.033 -0.001 -1.542
C -1.629998 -1.137104 1.949737 0.096 -0.121 -0.272 0.089
C -2.624988 -1.068082 2.921075 -0.058 -0.104 0.040 -0.765
C -3.908833 -1.517062 2.666373 0.037 0.057 0.050 -1.128
C -4.165517 -2.109750 1.435069 -0.031 -0.065 -0.099 -0.875
C -3.209231 -2.145026 0.438659 0.008 0.043 0.058 -0.748
C -1.942488 -1.559588 0.631515 0.148 0.138 -0.019 0.815
N -0.998089 -1.380746 -0.373426 -0.289 0.103 0.247 -0.332
C -1.362296 -1.371384 -1.723599 0.103 -0.217 -0.117 0.310
C -2.641889 -1.033280 -2.195893 0.085 -0.101 0.051 -0.468
C -2.958276 -1.155586 -3.535095 -0.114 0.053 0.026 -1.112
C -2.022312 -1.606725 -4.452823 0.039 -0.047 -0.082 -1.093
C -0.729455 -1.839292 -4.018238 0.039 0.088 -0.031 -0.677
C -0.374545 -1.671616 -2.683775 -0.071 0.099 0.243 -0.016
P 1.338044 -1.682916 -2.064961 -0.066 0.499 -0.417 -0.495
C 1.842238 -3.399092 -2.546186 -0.103 -0.074 0.242 0.781
C 3.317226 -3.796856 -2.467413 0.078 0.102 0.009 -1.757
C 0.972910 -4.405536 -1.790929 -0.018 -0.049 -0.017 -1.511
C 2.231693 -0.542814 -3.232694 0.103 -0.127 -0.012 1.084
C 2.622618 -1.142493 -4.586399 -0.022 -0.010 -0.039 -1.598
C 3.471142 0.091678 -2.602264 0.057 -0.020 0.049 -0.937
H -0.032783 0.623568 5.755148 -0.004 -0.007 0.000 0.479
H -0.882918 -0.809897 5.191017 0.029 0.007 -0.014 0.294
H 0.867783 -0.832445 5.373640 0.009 0.008 0.002 0.310
H -0.621679 0.998112 3.422206 0.035 0.047 -0.029 0.551
H 2.395184 0.531099 3.720894 -0.006 -0.001 -0.016 0.231
H 1.603900 1.720288 2.699801 0.039 0.037 -0.118 -0.019
H 1.500297 1.867843 4.454601 0.004 -0.006 -0.004 0.558
H 0.710630 -3.118726 1.948730 0.054 -0.048 0.001 -0.086
H 2.131533 -2.083163 4.450339 -0.023 -0.017 0.022 0.270
H 2.547214 -3.495879 3.497724 -0.009 0.003 -0.026 0.456
H 2.786138 -1.876035 2.830189 -0.150 -0.016 0.146 0.110
H -0.253620 -2.866192 4.838577 0.001 0.009 -0.026 0.240
H -1.253808 -3.369124 3.467344 0.009 0.009 -0.004 0.251
H 0.143802 -4.329005 3.954782 -0.014 -0.002 0.002 0.496
H -2.388381 -0.676632 3.901581 -0.004 -0.015 -0.019 0.309
H -4.677979 -1.453792 3.424316 0.015 -0.003 -0.003 0.458
H -5.136847 -2.549686 1.241722 0.012 0.003 -0.001 0.395
H -3.442898 -2.615488 -0.503957 -0.019 0.004 -0.021 0.711
H -3.387885 -0.675712 -1.503754 -0.027 -0.005 0.006 0.560
H -3.956675 -0.894238 -3.865434 0.010 -0.007 0.011 0.432
H -2.286528 -1.743501 -5.492974 0.018 0.023 0.008 0.445
H 0.015819 -2.139450 -4.741789 -0.034 0.003 0.021 0.237
H 1.557954 -3.403557 -3.602718 -0.099 -0.029 0.027 0.665
H 3.533004 -4.298097 -1.526036 0.013 0.054 0.053 0.542
H 3.539755 -4.503193 -3.270401 0.000 -0.004 0.033 0.334
H 4.005480 -2.958116 -2.568918 -0.011 0.016 0.016 0.285
H 1.218243 -4.392230 -0.725878 0.001 0.014 -0.009 0.180
H -0.092214 -4.195687 -1.896923 0.021 0.008 -0.010 0.254
H 1.160416 -5.414796 -2.164674 0.004 0.010 0.006 0.490
H 1.488207 0.240224 -3.402822 -0.010 0.018 0.024 0.102
H 3.388491 -1.911264 -4.471317 -0.019 0.006 -0.016 0.303
H 1.791477 -1.567588 -5.145177 0.031 0.017 0.022 0.361
H 3.050999 -0.351609 -5.205913 0.003 0.005 0.022 0.466
H 4.273685 -0.640373 -2.473626 -0.023 0.004 0.006 0.221
H 3.842263 0.877915 -3.263417 0.008 -0.016 -0.008 0.500
H 3.280480 0.528158 -1.626529 -0.044 0.001 -0.033 -0.127
C -5.244259 6.928017 -0.621911 -0.032 0.017 -0.013 -1.573
C -4.315826 5.749726 -0.518302 0.017 -0.067 0.016 0.659
C -4.785272 4.485028 -0.184759 0.027 0.022 -0.007 -0.940
C -3.944497 3.381200 -0.088636 0.049 0.400 -0.122 0.541
C -4.592229 2.065793 0.271783 0.057 -0.117 0.077 -1.691
C -2.561085 3.567628 -0.325581 -0.565 -0.748 0.093 -0.062
Te -1.512239 1.718305 -0.004636 0.027 0.395 0.090 0.388
C -2.066215 4.830905 -0.630081 0.373 0.024 0.018 1.266
C -0.596418 5.118818 -0.810726 0.090 -0.196 0.124 -0.995
C -2.956663 5.895163 -0.737889 0.026 0.072 0.008 -0.646
H -6.273939 6.640232 -0.412917 0.006 -0.008 0.000 0.338
H -5.213797 7.367033 -1.620637 0.012 -0.014 0.001 0.350
H -4.963856 7.710518 0.085278 0.008 -0.009 0.000 0.350
H -5.845359 4.343554 -0.001777 0.010 0.034 0.004 0.262
H -5.658422 2.216404 0.439022 0.019 0.003 -0.025 0.394
H -4.198001 1.617894 1.190316 0.060 0.038 -0.018 0.287
H -4.474271 1.322750 -0.518233 0.027 -0.002 -0.044 0.244
H 0.018335 4.225051 -0.691013 -0.096 0.151 0.039 -0.475
H -0.256594 5.840311 -0.065088 -0.058 0.034 -0.003 0.392
H -0.386337 5.537427 -1.795353 -0.037 -0.035 0.001 0.391
H -2.559038 6.875555 -0.983750 0.001 -0.014 -0.002 0.421
S 1.296324 3.203117 -3.260775 0.063 0.151 -0.286 -0.268
C 0.485599 2.374849 -2.195208 -0.071 -0.535 0.244 0.634
N -0.024113 1.662850 -1.382491 -0.371 0.614 -0.541 -0.698
C 2.495707 2.271267 0.332207 -0.094 0.018 0.090 -0.253
C 3.294112 1.054190 0.674277 0.039 0.169 0.109 -0.026
C 4.621247 1.049849 1.046038 0.005 -0.049 0.025 -1.436
C 5.005876 -0.301619 1.187678 -0.025 0.049 -0.055 -1.336
C 3.896571 -1.061018 0.882162 0.090 -0.196 0.167 0.322
C 3.841356 -2.556068 0.852395 0.048 -0.093 -0.168 -1.184
N 2.839675 -0.240506 0.585512 -0.205 -0.033 -0.114 1.513
H 2.732206 3.085291 1.021623 0.042 -0.011 -0.013 0.602
H 1.421433 2.097065 0.381911 0.119 -0.047 0.152 -0.438
H 2.717269 2.631406 -0.677766 -0.023 -0.025 0.023 0.363
H 5.232608 1.928169 1.193871 -0.022 -0.018 -0.008 0.557
H 5.974452 -0.687560 1.470229 -0.025 0.004 -0.006 0.553
H 4.393251 -2.975996 1.696633 -0.019 0.001 -0.048 0.562
H 4.306262 -2.943827 -0.053019 0.000 -0.045 -0.073 0.230
H 2.820282 -2.942390 0.898340 0.027 0.055 -0.082 -0.063
```
Forces are in eV/Å.

LUMO: -0.02 eV
Gap between HOMO and LUMO: 0.2448 hartree
HOMO energy: -6.676 eV
ΔE to the lowest compared entry with this formula, charge and spin: 4.95 kcal per mole